70
Properties=species:S:1:pos:R:3:forces:R:3 method="wB97M-V/def2-TZVPD" charge=+1 e_lumo_ha=-0.11953 homo_energy_ev=-12.51 molar_mass_g_mol=1670.2 gap_ev=9.25 e_tot_ha=-19252.83367
O -4.060363 2.069205 3.649025 0.7 -0.2 -0.6
B -3.566023 3.004399 2.755940 -0.7 0.1 0.0
O -3.715236 4.325014 3.071578 0.5 -0.2 0.4
O -3.027665 2.620654 1.533071 0.6 0.6 0.7
C -1.773245 1.996198 1.422207 -0.1 -0.8 -0.5
C -0.603286 2.940213 1.049062 -1.1 -0.3 0.4
C 0.047004 3.246227 2.387871 -0.3 0.5 -0.1
N -0.106904 2.008604 3.259676 -0.6 0.7 -0.4
C -1.190994 1.207101 2.587533 0.6 -1.5 -0.9
H -3.539846 2.065902 4.451118 -0.5 0.1 0.6
H -3.077771 4.896697 2.641345 -0.3 0.3 -0.5
H -1.909075 1.235460 0.653996 0.0 0.2 -0.3
H -1.069698 3.839364 0.655319 0.4 0.1 -0.3
H 0.009875 2.450866 0.298766 0.4 0.2 0.1
H 1.064738 3.615178 2.343100 0.2 -0.2 0.2
H -0.572137 3.988967 2.887663 0.2 0.2 0.0
H 0.768785 1.491440 3.291685 -0.1 -0.2 0.3
H -0.403616 2.303788 4.184975 0.4 -0.2 0.2
H -0.619959 0.429501 2.075003 0.0 0.0 0.0
H -1.813670 0.603385 3.236356 -0.3 0.7 0.5
C -2.088906 -2.306156 4.710591 0.0 -0.1 -0.1
Cl -1.484076 -3.614971 5.709308 0.0 0.0 -0.1
Cl -1.251452 -2.280356 3.154577 0.1 -0.1 -0.1
Cl -3.814724 -2.482579 4.453606 0.0 0.1 0.0
Cl -1.747987 -0.755051 5.515218 -0.1 0.1 0.3
C 1.938879 -1.246414 0.514742 0.2 -0.3 -0.2
Cl 2.747982 -2.411999 1.548408 0.0 0.0 0.1
Cl 2.758012 -1.185386 -1.048415 0.0 0.4 0.4
Cl 0.251463 -1.701482 0.313527 -0.1 0.1 0.0
Cl 2.019002 0.374295 1.272546 0.2 0.2 0.0
C -0.299924 -3.569740 -3.787334 0.0 0.0 0.0
Cl -1.382589 -4.501585 -2.749766 -0.1 0.2 -0.2
Cl 0.430755 -4.603349 -5.006658 0.0 0.0 0.0
Cl -1.202784 -2.269736 -4.574734 -0.2 0.0 -0.1
Cl 0.963737 -2.829484 -2.786327 -0.1 -0.4 -0.2
C -0.698528 -6.339399 0.980861 0.0 -0.1 0.0
Cl -0.190131 -8.024540 1.031438 0.0 0.0 0.0
Cl 0.355524 -5.440101 -0.112144 0.2 0.0 0.2
Cl -2.363311 -6.238286 0.398926 0.0 0.0 0.0
Cl -0.598046 -5.646549 2.607188 0.0 0.0 0.0
C 2.244149 6.262901 0.356217 0.1 0.1 0.0
Cl 3.739950 7.091854 0.755441 0.0 0.0 0.0
Cl 1.080129 6.478632 1.683270 -0.1 0.0 0.1
Cl 1.570868 6.925134 -1.120167 0.0 -0.2 0.0
Cl 2.578614 4.524775 0.170548 0.0 0.0 -0.1
C -1.291165 -8.469102 -4.884041 0.0 0.0 0.0
Cl -2.332019 -7.307417 -5.713870 0.0 0.0 0.0
Cl -0.670247 -7.736353 -3.401877 0.1 -0.1 0.1
Cl -2.220323 -9.913460 -4.485372 0.0 0.0 0.0
Cl 0.060361 -8.901950 -5.932544 0.0 0.0 0.0
C 1.444697 6.796708 -5.221728 0.0 0.0 0.0
Cl 1.114309 8.254052 -4.281956 0.0 0.1 0.0
Cl 0.818853 6.983033 -6.857131 0.0 0.0 0.0
Cl 3.185703 6.516640 -5.278085 0.0 0.0 0.0
Cl 0.656135 5.422964 -4.439286 -0.1 0.0 0.0
C 2.097848 1.491816 -4.362186 0.0 0.0 -0.1
Cl 3.704657 0.779248 -4.226838 -0.1 -0.1 0.1
Cl 1.819671 2.545374 -2.959776 0.0 0.0 0.1
Cl 1.987229 2.441268 -5.842780 0.0 0.0 0.0
Cl 0.884161 0.215065 -4.397248 0.0 0.1 0.0
C -4.556305 -4.317741 8.461664 0.0 0.0 0.0
Cl -2.868622 -4.101442 8.940389 0.0 0.0 0.1
Cl -4.643114 -5.472755 7.128827 0.0 0.0 0.0
Cl -5.485661 -4.917889 9.830241 0.0 0.0 0.0
Cl -5.215318 -2.762896 7.937397 0.0 0.0 0.0
C 7.023536 1.582588 -6.492238 0.0 0.0 0.0
Cl 7.308242 1.398462 -4.754560 0.0 0.0 0.0
Cl 5.398054 2.220301 -6.750172 0.1 0.1 -0.1
Cl 8.213470 2.694688 -7.165355 0.0 0.0 0.0
Cl 7.168323 0.010211 -7.277630 0.0 0.0 0.0

***

10
Properties=species:S:1:pos:R:3:forces:R:3 method="wB97M-V/def2-TZVPD" charge=0 e_lumo_ha=0.00018 homo_energy_ev=-9.91 molar_mass_g_mol=84.1 gap_ev=9.92 e_tot_ha=-301.37683
O -0.509952 -1.390251 -1.470221 -0.1 0.8 0.2
C -0.281950 -0.471414 -0.691909 0.1 0.3 0.3
C 0.698544 -0.760974 0.461237 0.1 -0.1 0.1
N 0.690839 0.366921 1.359007 -0.4 0.8 -0.1
C 0.137054 1.404296 1.290272 1.3 -0.4 1.8
N -0.768824 0.808158 -0.723945 -0.3 0.5 0.4
H 0.409627 -1.670361 0.993332 0.0 0.2 -0.1
H 1.709166 -0.902352 0.067125 -0.2 0.0 0.0
H -0.658205 1.690198 0.200385 -0.5 -2.4 -2.8
H -1.426299 0.925779 -1.485280 0.0 0.3 0.2

***

11
Properties=species:S:1:pos:R:3:forces:R:3 method="wB97M-V/def2-TZVPD" charge=+1 e_lumo_ha=-0.21071 homo_energy_ev=-16.35 molar_mass_g_mol=118.1 gap_ev=10.62 smiles="C#[N+]S(=O)(=O)C=C" e_tot_ha=-719.70348
C 1.883096 2.536635 0.106472 -1.0 2.0 1.5
N 1.633274 1.435689 -0.014143 -0.2 0.4 -1.2
S 1.732188 -0.540691 0.025662 2.5 0.6 -0.4
O 1.928697 -0.445163 1.421897 -0.5 -1.4 0.1
O 2.853703 -0.629069 -0.894527 -3.1 -0.6 1.3
C 0.079616 -1.084054 -0.534675 0.8 0.3 4.4
C -0.852020 -1.433973 0.366744 1.0 -1.3 1.5
H 1.812316 3.584948 0.516018 0.6 -1.3 -1.0
H 0.006740 -0.776357 -1.482268 -0.5 0.1 -3.9
H -1.708123 -2.063772 0.126154 -0.3 0.9 -0.8
H -0.765443 -1.453306 1.497061 0.7 0.3 -1.5